Entry from the OMol25 dataset: a molecular structure, C47H51CrN9O2Sb2 (the ωB97M-V functional and the def2-TZVPD basis).

Values from the calculation:
E_HOMO (spin up / spin down) = -11.559 / -11.643 eV
Kohn-Sham gap (spin up / spin down) = 5.98 / 5.74 eV
Max |F| = 0.672 eV Å⁻¹
Net charge = +2
E_LUMO (spin up / spin down) = -5.575 / -5.905 eV
E = -3989.42192 Eh
Spin multiplicity = 5

Geometry as XYZ:
```
112
Properties=species:S:1:pos:R:3:mulliken_spin:R:1
Cr -0.06 -0.74 0.11 3.13
C -0.82 -2.24 3.66 0.01
Sb -0.52 -0.34 2.76 -0.03
C 0.96 0.50 4.04 -0.02
C -2.33 0.53 3.60 -0.01
C -2.30 2.00 3.94 -0.01
C -1.53 2.39 5.05 0.01
C -1.45 3.70 5.47 0.00
C -2.17 4.67 4.81 0.00
C -2.98 4.31 3.75 -0.03
C -3.07 2.99 3.29 -0.06
C -4.08 2.72 2.20 0.14
Sb -3.58 3.20 0.12 0.93
C -3.28 -0.27 -1.55 0.01
C -3.29 5.31 0.47 -0.01
H -0.96 -2.12 4.73 0.00
H 0.04 -2.89 3.48 0.00
H -1.71 -2.69 3.22 0.00
H 0.80 0.18 5.07 0.00
H 0.90 1.59 4.00 0.00
H 1.95 0.18 3.72 0.00
H -2.40 -0.06 4.51 0.00
H -3.16 0.26 2.95 0.00
H -1.01 1.61 5.60 0.00
H -0.84 3.95 6.34 0.00
H -2.14 5.70 5.14 0.00
H -3.61 5.06 3.28 0.00
H -4.95 3.35 2.36 0.01
H -4.43 1.68 2.18 -0.04
H -4.16 0.37 -1.68 0.01
H -3.45 -1.19 -2.12 0.00
H -2.41 0.24 -1.96 0.00
H -4.25 5.76 0.72 0.03
H -2.91 5.76 -0.45 0.00
H -2.59 5.47 1.29 0.00
C 0.33 -1.83 -4.10 0.00
C -0.06 -1.87 -2.76 0.03
N 0.01 -0.83 -1.97 -0.06
C 0.40 0.36 -2.50 0.01
C 0.84 0.50 -3.81 -0.01
C 0.81 -0.65 -4.62 0.01
C 1.27 1.79 -4.27 0.01
C 1.21 2.86 -3.46 0.00
C 0.71 2.75 -2.12 0.00
C 0.62 3.85 -1.23 0.03
C 0.08 3.65 0.01 -0.03
C -0.35 2.37 0.39 0.27
N -0.18 1.30 -0.38 -0.05
C 0.31 1.51 -1.64 -0.01
H 0.27 -2.73 -4.71 0.00
H -0.44 -2.79 -2.33 0.00
H 1.16 -0.60 -5.65 0.00
H 1.63 1.88 -5.29 0.00
H 1.53 3.84 -3.81 0.00
H 0.97 4.82 -1.55 0.00
H -0.03 4.47 0.72 0.00
H -0.71 2.21 1.40 -0.19
O -5.29 -4.38 1.86 0.00
C -5.64 -3.34 0.95 0.00
C -4.38 -2.62 0.55 -0.02
C -4.31 -1.29 0.47 0.09
C -3.08 -0.61 -0.07 -0.11
N -1.86 -1.42 0.14 -0.07
C -2.00 -2.79 0.20 -0.06
C -3.19 -3.42 0.30 0.12
C -0.74 -3.50 0.40 0.05
C -0.59 -4.88 0.48 -0.01
C 0.62 -5.42 0.83 0.00
C 0.83 -6.92 0.85 0.00
O -0.35 -7.66 0.66 0.00
C 1.66 -4.55 1.18 -0.01
C 1.48 -3.20 1.05 0.04
N 0.32 -2.67 0.60 -0.15
H -6.08 -4.87 2.09 0.00
H -6.33 -2.62 1.41 0.00
H -6.13 -3.74 0.06 0.00
H -5.16 -0.66 0.73 0.00
H -2.93 0.34 0.46 0.11
H -3.25 -4.50 0.37 0.00
H -1.43 -5.53 0.27 0.00
H 1.36 -7.20 1.76 0.00
H 1.49 -7.16 0.01 0.00
H -0.80 -7.79 1.50 0.00
H 2.62 -4.93 1.53 0.00
H 2.26 -2.50 1.31 0.00
C 2.97 -1.88 -1.68 0.02
C 3.04 -0.73 -0.73 0.02
N 2.06 -0.25 0.03 -0.10
C 2.60 0.81 0.75 0.03
C 3.90 0.97 0.40 0.00
N 4.16 0.02 -0.55 0.00
C 5.42 -0.08 -1.29 0.00
N 5.25 0.22 -2.68 0.00
N 5.21 -0.79 -3.61 0.00
N 4.90 -0.30 -4.74 0.00
C 4.72 1.07 -4.60 0.00
C 4.39 2.05 -5.54 0.00
C 4.28 3.35 -5.09 0.00
C 4.49 3.68 -3.74 0.00
C 4.82 2.72 -2.80 0.00
C 4.94 1.41 -3.27 0.00
H 2.09 -2.48 -1.48 -0.01
H 3.85 -2.51 -1.60 0.00
H 2.93 -1.53 -2.71 0.00
H 2.01 1.39 1.45 0.00
H 4.64 1.69 0.73 0.00
H 5.85 -1.07 -1.21 0.00
H 6.10 0.64 -0.85 0.00
H 4.24 1.79 -6.58 0.00
H 4.04 4.14 -5.79 0.00
H 4.40 4.71 -3.43 0.00
H 5.00 2.98 -1.76 0.00
```